<i>
Here is a cluster of 2 separate species, CH7N2S in total from the Open Molecules 2025 dataset. Energies are from wB97M-V/def2-TZVPD.

XYZ file:
```
11
CH7N2S, DFT wB97M-V/def2-TZVPD
S 2.8141 0.1714 -0.2224
H 2.9187 -1.1636 -0.1047
N -0.6000 0.5316 1.1800
C -1.0763 0.4932 -0.1847
N -0.5152 -0.5414 -1.0555
H 0.4009 0.6841 1.1931
H -0.8594 -0.2797 1.7179
H -0.7773 1.4536 -0.6248
H -2.1654 0.4543 -0.2425
H -0.6359 -1.4455 -0.5980
H 0.4957 -0.3581 -1.0584
```

Charge = -1
HOMO = -2.9 eV
Frontier orbital gap = 7.283 eV


<ii>
Here is a cluster of 2 separate species, CH7N2S in total from the Open Molecules 2025 dataset. Energies are from wB97M-V/def2-TZVPD.

XYZ file:
```
11
CH7N2S, DFT wB97M-V/def2-TZVPD
S 2.0187 0.5565 -0.7961
H 3.3230 0.4122 -1.0477
N -0.1962 -1.1833 0.4483
C -1.0518 -0.1566 -0.0605
N -0.8030 1.1405 0.5184
H 0.7771 -0.8357 0.2290
H -0.3709 -2.1204 0.0454
H -0.8382 -0.0839 -1.1417
H -2.1188 -0.3809 0.0553
H -0.8941 1.1877 1.5412
H 0.1543 1.4638 0.2084
```

Charge = -1
HOMO = -3.0 eV
Frontier orbital gap = 7.571 eV


Short version: <ii> is the least stable of them.


<i>
Here is the molecule C5H12N from the Open Molecules 2025 dataset. Energies are from wB97M-V/def2-TZVPD.

XYZ file:
```
18
C5H12N, DFT wB97M-V/def2-TZVPD
C -0.3661 1.5429 -0.2608
C 0.5905 0.7551 0.7012
C 0.5925 -0.7339 0.4163
C -0.8029 -2.7247 0.8673
C -0.7215 -1.4641 0.4764
N 0.2991 1.6444 -1.6056
H -1.2851 0.9488 -0.3957
H -0.5425 2.5754 0.0471
H 0.0985 0.9442 1.6730
H 1.5588 1.2344 0.8327
H 1.2187 -0.9667 -0.4563
H 1.1841 -1.1467 1.2469
H 0.0574 -3.2493 1.2885
H -1.6457 -3.4044 0.8630
H -1.6276 -0.9308 0.1558
H -0.3995 1.9599 -2.3011
H 0.6832 0.7413 -1.9152
H 1.1081 2.2744 -1.6334
```

2S+1 = 2
HOMO (alpha / beta) = -3.6 / -10.1 eV
Frontier orbital gap (alpha / beta) = 4.652 / 10.913 eV


<ii>
Here is the molecule C5H12N from the Open Molecules 2025 dataset. Energies are from wB97M-V/def2-TZVPD.

XYZ file:
```
18
C5H12N, DFT wB97M-V/def2-TZVPD
C -1.4693 0.2904 -0.3520
C -0.4708 1.3611 0.1889
C 0.9560 0.7678 0.0718
C 1.4608 -0.4663 0.4246
C 1.1902 -1.3316 1.6784
N -0.9449 -0.0708 -1.7538
H -2.5266 0.6184 -0.5320
H -1.5060 -0.6580 0.1337
H -0.7058 1.7008 1.2642
H -0.7088 2.3836 -0.3152
H 1.7131 1.4982 -0.3264
H 2.2514 -0.9437 -0.1676
H 2.0435 -2.0215 2.0687
H 0.2049 -2.0044 1.5360
H 0.9385 -0.7264 2.5963
H 0.1143 -0.3216 -1.7624
H -1.0414 0.6885 -2.4397
H -1.4994 -0.7646 -2.3135
```

2S+1 = 2
HOMO (alpha / beta) = -3.5 / -6.6 eV
Frontier orbital gap (alpha / beta) = 3.639 / 6.522 eV


<iii>
Here is the molecule C5H12N from the Open Molecules 2025 dataset. Energies are from wB97M-V/def2-TZVPD.

XYZ file:
```
18
C5H12N, DFT wB97M-V/def2-TZVPD
C 0.5190 1.3319 -1.1496
C 0.0547 1.1050 0.2556
C -0.1064 -0.3454 0.5869
C 0.1977 -1.0066 1.7046
C 0.0357 -2.4609 1.7040
N -0.5972 1.3848 -2.0757
H 1.1521 0.5512 -1.5444
H 1.1418 2.2214 -1.3056
H -0.8255 1.7727 0.6303
H 0.9228 1.6245 0.8299
H -0.4191 -0.9282 -0.2463
H 0.7171 -0.5599 2.6358
H -0.8992 -2.7335 1.1628
H -0.0836 -2.8604 2.7154
H 0.8350 -2.9079 1.1032
H -0.5536 0.5757 -2.6480
H -0.6851 2.0251 -2.8514
H -1.4061 1.2106 -1.5076
```

2S+1 = 2
HOMO (alpha / beta) = -2.3 / -8.6 eV
Frontier orbital gap (alpha / beta) = 2.516 / 9.133 eV


Short version: <iii> is the least stable of them.


<i>
Here is a cluster of 2 separate species, C4H4 in total from the Open Molecules 2025 dataset. Energies are from wB97M-V/def2-TZVPD.

XYZ file:
```
8
C4H4, DFT wB97M-V/def2-TZVPD
C 0.2367 0.6984 -0.5800
C -0.8010 -0.3314 -0.2985
C -0.1725 0.4158 0.8267
C 0.6032 -0.5689 0.0644
H 0.5362 1.4546 -1.2537
H -1.7020 -0.7602 -0.6449
H -0.3514 0.8491 1.7727
H 1.6507 -1.7575 0.1132
```

HOMO = -8.9 eV
Frontier orbital gap = 9.685 eV


<ii>
Here is the molecule C4H4 from the Open Molecules 2025 dataset. Energies are from wB97M-V/def2-TZVPD.

XYZ file:
```
8
C4H4, DFT wB97M-V/def2-TZVPD
C 0.4902 0.7471 -0.2591
C 1.8051 1.0317 -0.4211
C -0.1710 -0.9269 0.0606
C -0.9336 0.1682 -0.4357
H 0.5857 1.6456 0.6049
H 0.4955 -1.4715 -0.5380
H -0.3976 -1.5674 0.8393
H -1.8744 0.3733 0.1491
```

HOMO = -8.1 eV
Frontier orbital gap = 7.792 eV


Short version: <ii> is the least stable of them.


<i>
Here is a cluster of 5 separate species, C20H40O5 in total from the Open Molecules 2025 dataset. Energies are from wB97M-V/def2-TZVPD.

XYZ file:
```
65
C20H40O5, DFT wB97M-V/def2-TZVPD
C 1.2617 3.0248 -1.9042
C 1.5337 4.1046 -0.9928
C 1.9765 5.1348 -1.9247
O 0.9996 5.0955 -2.9403
C 0.8368 3.6711 -3.2775
H 0.5113 2.2997 -1.5890
H 2.1322 2.4118 -2.1377
H 2.2146 3.8384 -0.1843
H 0.6560 4.5073 -0.4872
H 2.9900 5.0364 -2.3137
H 1.9418 6.1305 -1.4825
H 1.5101 3.4885 -4.1151
H -0.1429 3.3187 -3.6002
C -5.4374 -4.8962 0.7529
C -4.5928 -5.9179 1.4802
C -3.1482 -5.3767 1.2339
O -3.3539 -3.9746 1.4504
C -4.6511 -3.6203 1.0260
H -6.4844 -4.8497 1.0524
H -5.3796 -5.2069 -0.2903
H -4.7504 -6.9289 1.1044
H -4.7085 -5.9933 2.5615
H -2.8541 -5.5748 0.2032
H -2.3721 -5.6447 1.9508
H -4.5350 -3.0272 0.1189
H -5.0998 -2.9716 1.7783
C -0.4732 2.1051 3.3827
C -1.1675 2.5853 4.6428
C -2.0867 3.7429 4.1862
O -1.3992 4.2039 3.0011
C -0.2947 3.3502 2.5985
H -1.1072 1.4246 2.8145
H 0.4899 1.6350 3.5816
H -0.4919 3.0302 5.3734
H -1.7227 1.8184 5.1829
H -2.1948 4.5746 4.8824
H -3.0457 3.3110 3.8999
H 0.5899 3.8836 2.9466
H -0.1068 3.1867 1.5374
C 3.6111 -1.6518 -3.5624
C 3.7475 -0.1656 -3.1737
C 4.6218 -0.1144 -1.9043
O 5.0476 -1.4886 -1.8221
C 3.9671 -2.3231 -2.2547
H 4.4729 -1.9094 -4.1779
H 2.6487 -1.9861 -3.9500
H 2.7891 0.3252 -3.0038
H 4.1128 0.5489 -3.9114
H 4.0868 -0.0372 -0.9577
H 5.2475 0.7744 -1.9852
H 3.1921 -2.2694 -1.4902
H 4.1823 -3.3839 -2.3835
C -0.4577 -1.5216 -0.8501
C 0.2875 -0.2428 -0.7120
C 1.1016 -0.4229 0.5513
O 0.1337 -1.1057 1.4103
C -0.8892 -1.7764 0.5942
H 0.2715 -2.2522 -1.2003
H -1.2831 -1.6268 -1.5541
H -0.4353 0.5415 -0.4875
H 0.9439 -0.0399 -1.5583
H 1.4244 0.5015 1.0304
H 1.9186 -1.1391 0.4644
H -1.8659 -1.3036 0.6970
H -0.9209 -2.8618 0.6882
```

HOMO = -9.3 eV
Frontier orbital gap = 9.997 eV
Structure (SMILES) = C1CCOC1.C1CCOC1.C1CCOC1.C1CCOC1.C1CCOC1


<ii>
Here is a cluster of 5 separate species, C20H40O5 in total from the Open Molecules 2025 dataset. Energies are from wB97M-V/def2-TZVPD.

XYZ file:
```
65
C20H40O5, DFT wB97M-V/def2-TZVPD
C -9.4623 0.7599 -1.2500
C -8.5537 -0.2559 -0.6717
C -9.3703 -1.4791 -0.6892
O -10.2892 -1.3319 -1.8361
C -10.6032 0.0458 -1.9565
H -9.0807 1.3596 -2.0763
H -9.7897 1.4292 -0.4544
H -8.2221 0.0229 0.3284
H -7.7863 -0.3229 -1.4428
H -10.0922 -1.6736 0.1039
H -8.8276 -2.4210 -0.7691
H -11.5485 0.2592 -1.4575
H -10.7240 0.2917 -3.0115
C -1.0065 4.4197 -3.9886
C 0.3461 5.1098 -4.0248
C 0.0368 6.2698 -5.0251
O -1.2633 5.9451 -5.6435
C -2.0727 5.3496 -4.6621
H -1.1740 4.0951 -2.9616
H -0.8517 3.5640 -4.6458
H 1.1901 4.4789 -4.3034
H 0.6089 5.5473 -3.0617
H 0.7318 6.3361 -5.8622
H -0.0713 7.2245 -4.5104
H -2.7440 4.7564 -5.2831
H -2.6111 5.9589 -3.9361
C 0.7821 -1.4891 -0.5965
C -0.5824 -1.9190 -1.0394
C -1.4713 -1.6104 0.1718
O -0.5740 -1.2740 1.2529
C 0.7822 -1.3299 0.8661
H 1.0764 -0.5169 -0.9920
H 1.4059 -2.3223 -0.9202
H -0.7481 -2.9589 -1.3207
H -0.8378 -1.2914 -1.8932
H -2.1202 -2.4323 0.4742
H -2.1933 -0.8033 0.0478
H 1.3325 -2.2170 1.1797
H 1.4138 -0.5060 1.1983
C 8.8706 -6.4930 -0.3319
C 8.3770 -5.0414 -0.1054
C 8.4368 -4.3633 -1.3848
O 9.3531 -5.1280 -2.1137
C 9.1233 -6.5072 -1.8301
H 8.0488 -7.1648 -0.0836
H 9.7177 -6.8046 0.2791
H 8.9081 -4.5180 0.6897
H 7.3441 -5.2182 0.1945
H 8.8500 -3.3574 -1.3103
H 7.4905 -4.2638 -1.9164
H 10.0505 -6.9723 -2.1648
H 8.2851 -6.8343 -2.4453
C 1.7267 3.1751 6.3099
C 2.7481 2.1120 6.6080
C 2.0544 0.9082 7.1372
O 0.8063 1.3967 7.5355
C 0.4292 2.4812 6.6652
H 1.7747 3.5131 5.2747
H 1.8143 4.0296 6.9809
H 3.2810 2.3092 7.5382
H 3.5004 1.9614 5.8338
H 2.5528 0.3747 7.9465
H 1.8463 0.1665 6.3660
H -0.3123 3.0923 7.1798
H -0.1126 2.0778 5.8098
```

HOMO = -9.5 eV
Frontier orbital gap = 10.022 eV
Structure (SMILES) = C1CCOC1.C1CCOC1.C1CCOC1.C1CCOC1.C1CCOC1


Short version: <ii> is the least stable of them.